DFT (the ωB97M-V functional and the def2-TZVPD basis) results for an isolated molecule of C22H22ClN3O3S.

Net charge ... 0
HOMO ... -7.8 eV
Calculated total energy ... -2099.9436 a.u.
Frontier orbital gap ... 7.890 eV
SMILES ... CCOCCn1/c(=N/C(=O)/C=C/c2ccccc2Cl)sc2cc(NC(C)=O)ccc21

Last column: Löwdin charge in e.
Positions of all 52 atoms, in Å:
C -4.1783 -1.1144 2.8216  -0.075
C -3.4510 -0.5624 1.5974  -0.268
O -2.0839 -0.8988 1.5435  -0.143
C -1.8092 -2.2509 1.2787  -0.201
C -0.3222 -2.3638 0.9277  -0.093
N -0.0115 -1.5973 -0.2536  -0.032
C 0.5516 -0.3789 -0.1592  -0.500
N 1.0081 0.1087 0.9487  0.124
C 1.5426 1.3589 0.8510  -0.507
O 1.6032 1.9710 -0.2174  -0.089
C 2.0277 1.8909 2.1267  -0.029
C 2.5824 3.1057 2.1874  -0.036
C 3.1398 3.7754 3.3517  -0.231
C 4.2339 4.6244 3.1514  -0.034
C 4.8484 5.2800 4.1981  -0.082
C 4.3659 5.1223 5.4876  -0.083
C 3.2662 4.3152 5.7136  -0.113
C 2.6616 3.6477 4.6598  -0.588
Cl 1.2513 2.7137 5.0178  0.725
H 2.8663 4.1995 6.7090  0.101
H 4.8351 5.6335 6.3141  0.104
H 5.6983 5.9186 4.0104  0.103
H 4.6080 4.7466 2.1456  0.116
H 2.6822 3.6456 1.2519  0.123
H 1.9144 1.2330 2.9719  0.079
S 0.6411 0.4482 -1.7058  1.195
C -0.1215 -0.9425 -2.4677  -0.407
C -0.4263 -1.1020 -3.8069  -0.006
C -1.0217 -2.2894 -4.2168  -0.220
C -1.2941 -3.2929 -3.2795  -0.025
C -0.9907 -3.1325 -1.9429  -0.014
C -0.4032 -1.9432 -1.5304  -0.234
H -1.2032 -3.9245 -1.2420  0.108
H -1.7508 -4.2154 -3.6093  0.109
N -1.3660 -2.5421 -5.5477  0.110
C -1.2117 -1.7408 -6.6455  -0.514
O -0.7318 -0.6332 -6.6253  0.074
C -1.7178 -2.4073 -7.9097  -0.002
H -2.7767 -2.6392 -7.8157  0.082
H -1.1699 -3.3290 -8.0949  0.082
H -1.5738 -1.7326 -8.7481  0.083
H -1.7836 -3.4489 -5.7053  0.139
H -0.2053 -0.3238 -4.5164  0.104
H -0.0489 -3.4104 0.7717  0.130
H 0.2655 -1.9337 1.7401  0.125
H -2.0148 -2.8832 2.1551  0.127
H -2.4305 -2.6034 0.4396  0.121
H -3.9566 -0.8999 0.6783  0.120
H -3.4607 0.5298 1.6215  0.122
H -4.2651 -2.1975 2.7732  0.065
H -5.1772 -0.6902 2.8710  0.073
H -3.6356 -0.8448 3.7240  0.079